Record 1
{
  "formula": "C26H42B2F5N4O4P2S",
  "method": "ωB97M-V/def2-TZVPD",
  "orbital_gap_ev": 7.273,
  "multiplicity": 1,
  "charge": -1,
  "lumo_energy_ev": 2.28,
  "species": ["C", "C", "O", "P", "O", "C", "C", "B", "P", "S", "B", "O", "C", "C", "C", "F", "F", "C", "F", "F", "F", "O", "C", "C", "H", "H", "H", "H", "H", "H", "H", "H", "H", "H", "H", "H", "H", "H", "H", "H", "H", "H", "H", "H", "H", "H", "N", "C", "C", "C", "C", "H", "H", "H", "H", "H", "N", "C", "C", "C", "C", "H", "H", "H", "H", "H", "N", "C", "C", "C", "C", "H", "H", "H", "H", "H", "N", "C", "C", "C", "C", "H", "H", "H", "H", "H"],
  "positions_angstrom": [[4.0057, 0.1152, -0.6248], [4.0544, -1.3724, -1.3132], [3.2163, -2.3796, -0.6462], [1.4992, -1.9612, -0.7736], [1.1381, -1.2914, 0.6385], [1.0873, -0.8469, -2.2692], [-0.4725, -0.7558, -2.6901], [-1.4223, 0.2873, -1.7816], [-2.9663, 0.4627, -2.9742], [-2.6042, 1.7027, -4.4696], [-2.0339, -0.5956, -0.4851], [-1.9054, -2.0813, -0.3744], [-2.8871, 0.1138, 0.7691], [-1.8694, 0.1184, 2.0592], [-0.7131, 1.6766, -1.3644], [0.3389, 1.4541, -0.2963], [0.0621, 2.1669, -2.5653], [-1.5692, 2.9133, -0.8080], [-2.9686, 3.0772, -1.1635], [-1.4891, 2.9548, 0.7007], [-0.8587, 4.1763, -1.2422], [0.6901, -3.5275, -0.9966], [0.7851, -4.2800, 0.2636], [-0.1075, -5.6865, 0.1397], [5.0930, 0.4010, -0.2341], [3.2720, 0.2058, 0.2858], [3.7349, 0.9525, -1.4195], [5.1767, -1.7652, -1.2167], [3.8410, -1.3279, -2.4706], [1.6665, -1.3256, -3.1973], [1.6336, 0.2017, -2.1018], [-0.9588, -1.8179, -2.7878], [-0.5095, -0.2889, -3.7892], [-3.3254, -0.7954, -3.5977], [-4.0571, 0.9737, -2.1536], [-1.6231, -2.3420, 0.5554], [-3.7882, -0.6109, 1.0630], [-3.3358, 1.1569, 0.4891], [-0.8147, 0.6115, 1.8246], [-2.2966, 0.6339, 3.0213], [-1.6258, -1.0123, 2.3502], [0.2969, -3.7011, 1.1855], [1.8899, -4.5626, 0.5624], [-1.0297, -5.6017, 0.8923], [0.5110, -6.6275, 0.4810], [-0.5925, -5.8122, -0.9303], [2.8737, -6.0960, 3.1749], [1.6480, -6.1574, 3.7853], [1.3513, -7.4828, 4.0119], [2.4389, -8.2474, 3.5265], [3.3660, -7.3655, 3.0177], [3.3420, -5.2469, 2.8865], [1.0927, -5.2552, 4.0041], [0.4495, -7.8584, 4.4778], [2.5358, -9.3252, 3.5465], [4.3307, -7.5323, 2.5574], [-5.1808, 0.2065, -7.6351], [-5.8215, 0.6237, -8.7726], [-5.9778, 1.9897, -8.6964], [-5.4059, 2.4119, -7.4725], [-4.9187, 1.2908, -6.8387], [-4.9385, -0.7515, -7.4178], [-6.1120, -0.0854, -9.5362], [-6.4513, 2.6147, -9.4423], [-5.3544, 3.4248, -7.0944], [-4.4105, 1.1719, -5.8911], [-0.0750, 3.3759, 4.6525], [-0.7157, 3.7932, 3.5150], [-0.8719, 5.1592, 3.5912], [-0.3001, 5.5813, 4.8152], [0.1871, 4.4602, 5.4489], [0.1674, 2.4180, 4.8699], [-1.0061, 3.0840, 2.7515], [-1.3455, 5.7842, 2.8453], [-0.2486, 6.5942, 5.1932], [0.6953, 4.3414, 6.3966], [4.7438, 5.0671, 2.6232], [3.6170, 4.3505, 2.3145], [2.7766, 4.3884, 3.4047], [3.4166, 5.1600, 4.4039], [4.6283, 5.5689, 3.8935], [5.5362, 5.2049, 2.0094], [3.5106, 3.8749, 1.3488], [1.8068, 3.9128, 3.4725], [3.0344, 5.3928, 5.3894], [5.4167, 6.1712, 4.3248]],
  "mulliken_charge": [-0.75, -0.20, -0.49, 1.14, -0.69, -0.33, -1.02, 0.13, 0.17, -0.49, 0.06, -0.53, -0.34, -0.49, 0.63, -0.24, -0.36, 0.31, -0.23, -0.15, -0.31, -0.48, -0.02, -0.93, 0.31, 0.21, 0.24, 0.30, 0.22, 0.44, 0.16, 0.20, 0.32, 0.06, 0.04, 0.13, 0.24, 0.19, -0.01, 0.28, 0.21, 0.09, 0.23, 0.22, 0.24, 0.29, 0.03, -0.55, -0.34, -0.37, -0.54, 0.23, 0.40, 0.40, 0.39, 0.38, 0.01, -0.51, -0.43, -0.46, 0.08, 0.20, 0.36, 0.37, 0.39, -0.02, 0.04, -0.62, -0.35, -0.35, -0.84, 0.21, 0.59, 0.45, 0.38, 0.46, 0.06, -0.99, 0.42, -0.53, -0.62, 0.19, 0.48, 0.34, 0.35, 0.37]
}


Record 2
{
  "formula": "C21H36INO12V",
  "method": "ωB97M-V/def2-TZVPD",
  "orbital_gap_ev": 6.146,
  "multiplicity": 1,
  "charge": -1,
  "lumo_energy_ev": 2.39,
  "species": ["O", "V", "O", "I", "C", "C", "C", "C", "C", "C", "N", "O", "C", "C", "C", "H", "H", "H", "H", "H", "H", "H", "H", "H", "H", "H", "H", "H", "H", "H", "H", "H", "H", "C", "C", "C", "O", "C", "O", "O", "H", "H", "H", "H", "H", "H", "C", "C", "C", "O", "C", "O", "O", "H", "H", "H", "H", "H", "H", "C", "C", "C", "O", "C", "O", "O", "H", "H", "H", "H", "H", "H"],
  "positions_angstrom": [[12.0606, 8.1338, -10.4426], [10.7690, 8.5642, -11.2867], [10.4071, 7.4763, -12.3903], [9.2550, 9.2720, -10.0278], [10.2730, 11.4077, -14.2170], [10.3781, 9.8751, -13.8762], [10.8102, 9.1456, -15.2822], [12.2227, 9.2365, -15.6815], [13.0772, 8.6359, -14.5508], [12.8281, 9.3830, -13.2033], [11.3391, 9.4213, -12.8146], [11.0176, 10.2872, -11.6827], [13.5413, 10.7394, -13.1567], [13.4845, 8.4399, -12.1796], [8.8377, 9.4072, -13.5439], [9.2297, 11.6556, -14.0221], [10.2956, 11.4740, -15.3047], [10.9932, 12.1006, -13.7817], [10.2247, 9.5456, -16.1100], [10.3448, 8.1600, -15.2828], [12.5148, 10.2628, -15.9037], [12.3698, 8.7085, -16.6237], [14.1322, 8.7887, -14.7780], [12.8366, 7.5796, -14.6715], [13.1042, 11.3714, -13.9297], [14.6198, 10.7720, -13.3107], [13.5032, 11.0904, -12.1254], [13.4296, 8.9781, -11.2333], [14.5638, 8.4614, -12.3301], [13.2394, 7.3793, -12.1224], [8.4343, 9.6940, -12.5728], [8.5659, 8.3593, -13.6706], [8.1535, 9.9678, -14.1809], [13.2555, 6.2750, -8.7884], [13.8546, 6.2807, -10.2347], [14.3587, 7.6951, -10.5664], [15.6458, 7.4505, -11.0660], [16.1198, 6.2335, -10.6994], [17.2429, 5.7639, -10.8016], [15.0608, 5.5607, -10.2039], [12.8633, 5.2919, -8.5280], [12.5777, 7.1204, -8.9064], [13.9684, 6.6128, -8.0361], [13.1319, 5.8448, -10.9245], [14.2202, 8.2726, -9.6524], [13.6705, 8.1869, -11.2538], [9.3956, 6.4514, -7.0395], [10.6115, 5.5558, -7.7022], [10.0930, 4.2907, -8.3939], [10.5763, 4.3203, -9.7506], [11.1803, 5.4897, -9.9767], [11.4910, 5.9974, -10.9964], [11.2624, 6.2227, -8.8070], [8.5371, 5.8072, -6.8495], [9.0851, 7.3009, -7.6478], [9.7070, 6.9110, -6.1014], [11.3942, 5.2116, -7.0261], [9.0110, 4.2462, -8.2699], [10.5830, 3.4724, -7.8663], [11.2813, 5.4492, -12.8726], [12.3048, 5.1761, -13.9786], [12.1119, 6.0535, -15.3273], [13.4199, 6.5551, -15.5507], [14.1490, 6.4854, -14.4167], [15.2819, 6.9431, -14.3375], [13.5438, 5.6797, -13.4649], [11.7054, 5.8846, -11.9678], [10.7270, 4.5917, -12.4911], [10.4305, 6.0037, -13.2686], [12.2822, 4.1480, -14.3398], [11.4036, 6.8350, -15.0524], [11.8153, 5.5517, -16.2483]],
  "mulliken_charge": [-0.54, 0.56, -1.00, -0.59, -1.87, 1.54, -1.74, -0.84, -1.05, 1.56, 2.15, -0.82, -1.95, -1.59, -1.91, 0.54, 0.37, 0.31, 0.66, 0.43, 0.37, 0.45, 0.88, -0.61, 0.41, 0.38, 0.43, 1.81, 0.79, -0.02, 0.29, 0.26, 0.58, -2.09, 2.27, 0.13, -0.44, 0.37, -0.66, -0.60, 0.37, 0.56, 0.20, -0.60, 0.52, -2.05, -1.16, 0.23, -0.82, -0.47, 0.32, 0.78, -0.15, 0.38, 0.11, 0.33, 0.41, 0.40, 0.31, -1.55, 0.59, -0.37, -0.43, 0.81, -0.62, -0.19, 0.41, 0.34, 0.40, 0.47, -0.21, 0.42]
}


Record 3
{
  "formula": "C40H35BF2GeNO7OsS",
  "method": "ωB97M-V/def2-TZVPD",
  "orbital_gap_ev": [8.297, 7.095],
  "multiplicity": 6,
  "charge": 0,
  "lumo_energy_ev": [0.16, -1.53],
  "species": ["Os", "O", "C", "C", "O", "O", "C", "C", "C", "C", "C", "C", "C", "C", "C", "C", "C", "C", "H", "H", "H", "H", "H", "H", "H", "H", "H", "H", "H", "C", "C", "C", "C", "C", "C", "C", "S", "O", "O", "N", "C", "C", "O", "O", "H", "H", "H", "H", "H", "H", "H", "H", "H", "F", "B", "F", "C", "Ge", "C", "C", "C", "C", "C", "C", "C", "C", "C", "C", "C", "C", "C", "C", "C", "C", "H", "H", "H", "H", "H", "H", "H", "H", "H", "H", "H", "H", "H", "H", "H"],
  "positions_angstrom": [[0.2607, -1.5261, -0.8109], [1.3227, 0.0122, 0.8027], [1.0403, 0.2565, 2.1856], [-0.4456, -0.0808, 2.4035], [-0.9354, -0.0917, 3.5024], [-1.1040, -0.3076, 1.2752], [1.2083, 1.7430, 2.4986], [1.4787, 2.6576, 1.4897], [1.6270, 4.0057, 1.7960], [1.4982, 4.4421, 3.1039], [1.2259, 3.5259, 4.1133], [1.0845, 2.1816, 3.8147], [1.9606, -0.6245, 3.0180], [3.2876, -0.2197, 3.1597], [4.2082, -1.0403, 3.7904], [3.8080, -2.2719, 4.2920], [2.4902, -2.6766, 4.1531], [1.5677, -1.8577, 3.5168], [2.2758, -0.1110, 0.6703], [1.5934, 2.3227, 0.4675], [1.8498, 4.7103, 1.0053], [1.6148, 5.4918, 3.3406], [1.1294, 3.8600, 5.1383], [0.8741, 1.4655, 4.5987], [3.5986, 0.7483, 2.7820], [5.2358, -0.7170, 3.8926], [4.5247, -2.9147, 4.7867], [2.1742, -3.6406, 4.5311], [0.5475, -2.1959, 3.4050], [-6.0541, 1.7045, -5.1897], [-4.7622, 1.0509, -4.7837], [-4.7386, -0.2426, -4.2770], [-3.5438, -0.8405, -3.8991], [-2.3606, -0.1372, -4.0317], [-2.3562, 1.1493, -4.5596], [-3.5533, 1.7356, -4.9233], [-0.8277, -0.8610, -3.5396], [0.0866, -0.6947, -4.6336], [-1.1269, -2.1897, -3.0342], [-0.3290, -0.0614, -2.2221], [0.7277, 0.9343, -2.3891], [2.1001, 0.4178, -1.9014], [3.0439, 1.1686, -1.8480], [2.1185, -0.8483, -1.5170], [-6.9003, 1.0355, -5.0406], [-6.0296, 1.9925, -6.2418], [-6.2305, 2.6102, -4.6071], [-5.6654, -0.7962, -4.1827], [-3.5169, -1.8555, -3.5293], [-1.4211, 1.6793, -4.6902], [-3.5535, 2.7392, -5.3321], [0.4938, 1.8252, -1.8039], [0.8455, 1.2356, -3.4306], [0.3889, -4.6721, -0.9888], [0.5308, -3.6198, -0.1931], [0.9509, -3.9043, 1.0425], [-3.3890, 0.5634, -0.3211], [-2.9540, -0.6349, 1.1345], [-3.9397, -0.2391, 2.7502], [-4.8131, -1.2035, 3.2461], [-5.6111, -0.9288, 4.3500], [-5.5402, 0.3132, 4.9611], [-4.6738, 1.2826, 4.4697], [-3.8808, 1.0088, 3.3677], [-2.9663, -2.5026, 0.6247], [-3.3741, -2.8067, -0.6508], [-3.2992, -4.1193, -1.1554], [-2.8120, -5.1212, -0.3673], [-2.3985, -4.8645, 0.9644], [-1.8935, -5.8966, 1.7895], [-1.4955, -5.6390, 3.0712], [-1.5888, -4.3326, 3.5872], [-2.0654, -3.3115, 2.8097], [-2.4791, -3.5437, 1.4756], [-4.4018, 0.3638, -0.6747], [-2.6846, 0.4501, -1.1436], [-3.3517, 1.5913, 0.0411], [-4.8671, -2.1810, 2.7789], [-6.2829, -1.6868, 4.7319], [-6.1583, 0.5287, 5.8234], [-4.6140, 2.2509, 4.9500], [-3.1967, 1.7674, 3.0042], [-3.7341, -2.0153, -1.2961], [-3.5972, -4.3229, -2.1757], [-2.7232, -6.1297, -0.7531], [-1.8236, -6.8988, 1.3831], [-1.1093, -6.4381, 3.6906], [-1.2813, -4.1316, 4.6062], [-2.1340, -2.3144, 3.2296]],
  "mulliken_charge": [3.70, -0.83, 2.86, -0.59, -0.51, -0.86, -0.48, -0.41, -0.88, -0.48, -0.88, -0.31, -0.29, -0.18, -0.86, -0.51, -0.81, -0.08, 0.56, 0.31, 0.46, 0.41, 0.43, 0.47, 0.46, 0.42, 0.41, 0.46, 0.09, -1.48, 1.02, -0.87, -0.18, -0.20, -0.57, -0.85, 1.56, -0.75, -0.70, -1.30, -0.32, 0.58, -0.67, -0.84, 0.35, 0.35, 0.33, 0.34, 0.63, 0.44, 0.41, 0.27, 0.56, -0.17, -0.14, -0.10, -1.28, -0.16, 0.84, -0.07, -0.71, -0.51, -0.77, -0.32, 0.71, -0.29, -0.80, -0.92, 0.86, -0.89, -0.79, -0.79, -0.60, 1.18, 0.41, 0.13, 0.48, 0.35, 0.40, 0.39, 0.40, 0.34, 0.25, 0.45, 0.37, 0.41, 0.39, 0.48, 0.24]
}


Record 4
{
  "formula": "C4H15NO3",
  "method": "ωB97M-V/def2-TZVPD",
  "smiles": "CC(C)NCO.O.O",
  "orbital_gap_ev": 9.033,
  "multiplicity": 1,
  "charge": 0,
  "lumo_energy_ev": 0.22,
  "species": ["C", "C", "C", "N", "C", "O", "H", "H", "H", "H", "H", "H", "H", "H", "H", "H", "H", "O", "H", "H", "O", "H", "H"],
  "positions_angstrom": [[1.4596, -0.9930, 0.4037], [0.6112, -1.1984, -0.8489], [1.4602, -1.4547, -2.0958], [-0.2716, -0.0544, -1.2556], [0.3181, 1.2285, -1.3065], [0.1970, 2.0450, -0.0463], [2.0801, -1.8514, 0.6821], [2.1096, -0.1342, 0.3529], [0.7428, -0.8796, 1.2389], [-0.1482, -1.9799, -0.7798], [2.3643, -2.0667, -1.9736], [0.8090, -1.8906, -2.8683], [1.8060, -0.5298, -2.5629], [-1.2079, -0.2214, -0.9329], [1.3835, 1.3059, -1.4723], [-0.2580, 1.9683, -1.8598], [0.2437, 1.4325, 0.6876], [-2.0641, 1.9987, 3.7261], [-2.8712, 1.8054, 3.2118], [-1.3171, 1.5235, 3.3443], [-2.2029, 0.0076, 1.2553], [-3.0868, 0.2657, 0.9643], [-2.1572, -0.3269, 2.1356]],
  "mulliken_charge": [-1.42, 0.42, -1.22, -0.21, -0.48, -0.54, 0.41, 0.34, 0.28, 0.32, 0.35, 0.34, 0.30, 0.20, 0.31, 0.29, 0.28, -0.61, 0.32, 0.31, -0.55, 0.26, 0.30]
}


Record 5
{
  "formula": "C2H7BNO3",
  "method": "ωB97M-V/def2-TZVPD",
  "orbital_gap_ev": 12.623,
  "multiplicity": 1,
  "charge": 1,
  "lumo_energy_ev": -3.40,
  "species": ["B", "C", "C", "N", "O", "O", "O", "H", "H", "H", "H", "H", "H", "H"],
  "positions_angstrom": [[-0.9943, 0.4122, 0.9088], [2.6693, -1.3433, -0.6360], [-0.1860, 1.0860, -0.2723], [0.3104, 0.0837, -1.2493], [3.3597, -2.2134, -0.6460], [-1.3230, -0.9102, 0.5832], [-1.2805, 0.8949, 2.1390], [0.5686, 1.6833, 0.1473], [-0.9298, 1.9531, -0.4515], [1.1447, -0.5419, -0.8437], [0.6815, 0.5753, -2.1172], [-0.5557, -0.4282, -1.4505], [-1.7828, -1.5451, 1.1333], [-1.6822, 0.2934, 2.7551]],
  "mulliken_charge": [0.60, 0.09, -0.64, -0.20, -0.07, -0.67, -0.49, 0.39, 0.30, 0.29, 0.39, 0.38, 0.32, 0.31]
}


Record 6
{
  "formula": "CH2BrF2NO2S",
  "method": "ωB97M-V/def2-TZVPD",
  "smiles": "NS(=O)(=O)C(F)(F)Br",
  "orbital_gap_ev": 11.661,
  "multiplicity": 1,
  "charge": 0,
  "lumo_energy_ev": 0.37,
  "species": ["N", "S", "O", "O", "C", "F", "F", "Br", "H", "H"],
  "positions_angstrom": [[-1.5349, -0.5871, -0.2142], [0.0559, -0.8805, -0.3466], [0.3511, -0.7026, -1.7461], [0.5707, -1.9943, 0.4281], [0.8879, 0.6748, 0.4180], [1.8879, 0.3730, 1.1095], [-0.0922, 1.3473, 1.4530], [1.4620, 1.9964, -0.7880], [-1.8398, -0.2221, 0.6967], [-1.7486, -0.0049, -1.0104]],
  "mulliken_charge": [-0.51, 1.08, -0.58, -0.57, 0.42, -0.12, -0.33, -0.03, 0.32, 0.31]
}


How do the records compare in E? In the order shown, they have -3165.76978, -3020.24797, -4917.14087, -441.82856, -385.56258, -3416.41555 a.u..
How do the records compare in energy above the lowest of the compared OMol25 structures with the same formula, charge and spin? In the order shown, they have 7.5144, 25.7022, 0.0000, 1.4508, 0.0000, 1.1469 eV.